Entry 1:
C37H34Co2N2O7P | the ωB97M-V functional and the def2-TZVPD basis

XYZ file:
```
83
Properties=species:S:1:pos:R:3
O -2.4426 1.1045 -4.1870
C -1.7771 0.9930 -3.2466
Co -0.3805 0.9443 -2.1093
C -0.6297 2.5181 -1.3091
O -0.9207 3.5353 -0.8430
C -0.9875 -0.3609 -1.1683
O -1.4016 -1.2550 -0.5597
C 0.9082 -0.0083 -2.9188
C 0.8786 1.3576 -3.3641
C 0.4741 2.1137 -4.4636
C 0.5830 3.5425 -4.5260
C 0.1799 4.2220 -5.7148
C 0.0146 5.6038 -5.7150
C 0.2546 6.3467 -4.5378
C 0.7206 5.6929 -3.3868
C 0.9820 4.3258 -3.4208
Co 2.0749 0.9646 -1.9569
C 2.3276 2.4127 -0.9815
O 2.6924 3.2525 -0.2593
C 3.6802 0.7027 -2.5763
O 4.7626 0.4901 -2.9423
P 2.2760 -0.4737 -0.2989
C 1.3110 -0.2123 1.2424
C 1.3675 -1.1234 2.3119
C 0.5635 -0.9213 3.4410
C -0.2608 0.2063 3.5182
C -0.2437 1.1619 2.5009
C 0.5750 0.9673 1.3867
C 1.8550 -2.1448 -0.9032
C 0.9322 -2.9748 -0.2671
C 0.4941 -4.1365 -0.9059
C 1.0515 -4.5176 -2.1285
C 2.0710 -3.7589 -2.7089
C 2.4667 -2.5631 -2.1003
C 3.9389 -0.7662 0.4191
C 4.5578 -2.0248 0.4471
C 5.7930 -2.1877 1.0853
C 6.4179 -1.0973 1.6962
C 5.8126 0.1641 1.6615
C 4.5804 0.3306 1.0208
H 0.9499 -0.9144 -3.4900
H 0.1128 1.5791 -5.3518
H 0.0025 3.6496 -6.6303
H -0.2916 6.1302 -6.6244
H 0.0817 7.4142 -4.5062
H 0.9235 6.2255 -2.4550
H 1.5013 3.8293 -2.5938
H 2.0371 -1.9865 2.2577
H 0.5817 -1.6433 4.2610
H -0.9098 0.3535 4.3826
H -0.8674 2.0562 2.5697
H 0.6457 1.7418 0.6152
H 0.5662 -2.7401 0.7299
H -0.2977 -4.7345 -0.4457
H 0.6849 -5.4078 -2.6413
H 2.5426 -4.0886 -3.6372
H 3.2427 -1.9439 -2.5627
H 4.0782 -2.8874 -0.0160
H 6.2659 -3.1717 1.1044
H 7.3790 -1.2297 2.1979
H 6.3045 1.0151 2.1382
H 4.1011 1.3132 1.0013
C -7.6405 1.3585 1.4487
C -8.0313 1.0274 0.0231
C -8.3229 -0.4564 -0.0308
C -9.1948 1.8910 -0.4686
O -6.9709 1.4315 -0.9547
C -5.7352 0.9307 -0.7730
N -4.8731 1.6006 -1.6022
N -3.5263 1.1824 -1.5697
O -5.4073 0.0788 0.0504
H -7.2775 2.3847 1.5363
H -8.5126 1.2629 2.1051
H -6.8635 0.6819 1.8091
H -8.5065 -0.8005 -1.0518
H -7.4991 -1.0356 0.3921
H -9.2285 -0.6769 0.5511
H -9.4266 1.6597 -1.5149
H -10.1078 1.7716 0.1241
H -8.9035 2.9473 -0.4423
H -5.2345 1.9529 -2.4790
H -2.9956 2.0012 -1.2779
H -3.4870 0.4799 -0.8245
```

The HOMO-LUMO gap comes out at 0.163 Eh. As for the spin multiplicity: 1. The value obtained for the max |F| is 4.75 eV Å⁻¹. As for the net charge: -1. The total energy is -140774.0365 eV. The energy above the lowest of the compared OMol25 structures with the same formula, charge and spin is 0.000 eV.

Atomic partial charges in e from the Löwdin method, atoms 1 to 5: atom 1 (O): 0.12, atom 2 (C): -0.12, atom 3 (Co): 0.04, atom 4 (C): -0.16, atom 5 (O): 0.11

***

Entry 2:
C37H34F40N2O7 | the ωB97M-V functional and the def2-TZVPD basis

XYZ file:
```
120
Properties=species:S:1:pos:R:3
F 4.1847 -4.5436 -4.4828
C 3.2312 -4.5713 -5.4417
F 3.8668 -4.9009 -6.5985
C 2.5149 -3.2344 -5.5854
F 3.3684 -2.2543 -5.9887
F 1.5886 -3.3527 -6.5884
C 1.7646 -2.7637 -4.3302
O 2.4518 -1.8199 -3.5034
C 3.3592 -2.3816 -2.5568
F 3.1891 -3.7257 -2.5186
F 2.9566 -1.9185 -1.3405
C 4.8136 -1.9714 -2.8121
F 5.2344 -2.3559 -4.0443
F 5.6528 -2.5572 -1.9175
H 2.5284 -5.3766 -5.2106
H 0.8812 -2.2180 -4.6834
H 1.3546 -3.5975 -3.7480
H 4.9347 -0.8874 -2.7380
F 1.3990 3.2187 -0.9146
C 2.3593 2.9298 -1.8221
F 3.0672 1.8889 -1.3063
C 3.2739 4.1170 -2.0959
F 3.9640 4.4801 -0.9807
F 4.2215 3.7245 -3.0047
C 2.5728 5.3535 -2.6790
O 2.2297 6.3812 -1.7448
C 0.9915 6.1982 -1.0606
F 0.3126 5.1739 -1.6323
F 0.2609 7.3197 -1.3145
C 1.1682 6.0262 0.4520
F 1.9487 4.9553 0.7473
F -0.0265 5.8135 1.0645
H 1.8775 2.5787 -2.7390
H 3.2959 5.8318 -3.3509
H 1.7296 5.0912 -3.3289
H 1.6295 6.9120 0.8968
F -3.7807 7.8849 -2.4023
C -2.6157 7.2508 -2.6673
F -2.0274 7.9460 -3.6779
C -2.8258 5.7962 -3.0684
F -3.5331 5.6974 -4.2268
F -1.5995 5.2465 -3.3368
C -3.4900 4.9185 -1.9966
O -4.8989 4.7132 -2.1360
C -5.7245 5.7366 -1.5829
F -4.9591 6.5781 -0.8461
F -6.5480 5.1079 -0.6983
C -6.5600 6.4634 -2.6424
F -5.7767 7.0488 -3.5842
F -7.3018 7.4570 -2.0854
H -1.9677 7.3322 -1.7902
H -3.0602 3.9155 -2.1073
H -3.2178 5.2203 -0.9782
H -7.2377 5.7721 -3.1503
F 7.4819 -8.2425 2.3593
C 8.4423 -8.5314 1.4517
F 9.1501 -9.5724 1.9676
C 9.3569 -7.3442 1.1780
F 10.0470 -6.9811 2.2931
F 10.3045 -7.7367 0.2691
C 8.6558 -6.1078 0.5949
O 8.3126 -5.0801 1.5290
C 7.0744 -5.2630 2.2132
F 6.3955 -6.2873 1.6415
F 6.3438 -4.1415 1.9593
C 7.2511 -5.4350 3.7258
F 8.0317 -6.5059 4.0211
F 6.0564 -5.6477 4.3383
H 7.9605 -8.8825 0.5348
H 9.3788 -5.6295 -0.0771
H 7.8125 -6.3700 -0.0551
H 7.7124 -4.5492 4.1706
F -12.2829 3.9551 1.7955
C -11.6737 3.7764 0.6012
F -12.3379 2.7616 -0.0148
C -10.1957 3.4380 0.7496
F -10.0196 2.2541 1.3969
F -9.6724 3.2547 -0.5037
C -9.3499 4.5195 1.4390
O -9.0942 4.3246 2.8330
C -10.1165 4.7874 3.7136
F -11.0159 5.5169 3.0094
F -9.5054 5.6623 4.5603
C -10.7655 3.6555 4.5177
F -11.3294 2.7237 3.7071
F -11.7609 4.1275 5.3139
H -11.8171 4.6779 -0.0011
H -8.3566 4.4785 0.9755
H -9.7083 5.5334 1.2252
H -10.0298 3.1510 5.1498
N 2.6603 -4.4123 4.5750
C 3.0668 -4.2191 3.1201
C 2.6202 -5.5437 2.2014
C 1.3313 -5.0920 1.2354
C 0.0282 -5.0422 2.2228
N -1.2033 -4.3826 1.6527
C -1.6335 -3.4554 2.8091
O -2.5847 -3.7064 3.7516
C -0.7178 -2.1187 2.5681
C -0.1721 -0.9414 3.5678
C 0.7925 0.2258 2.8570
C 1.1513 0.2346 1.2311
C 0.5829 -0.9872 0.2397
C -0.3379 -2.1264 0.9743
C -1.0568 -3.4975 0.4375
O -1.4662 -3.8368 -0.8158
H 2.0887 -5.2875 4.6732
H 2.0736 -3.6264 4.9316
H 2.5295 -3.2537 2.6707
H 4.2221 -4.0085 3.0663
H 3.5389 -5.7201 1.4719
H 2.3900 -6.4801 2.8637
H 1.6496 -4.0698 0.7639
H 1.1875 -5.9249 0.3966
H 0.3114 -4.6067 3.2977
H -0.2722 -6.1777 2.4368
H -0.4294 -0.9719 4.7096
H 1.2391 1.0808 3.5320
H 1.8364 1.0700 0.7607
H 0.8110 -1.0619 -0.9056
```

As for the SMILES: FC(F)C(F)(F)COC(F)(F)C(F)F.FC(F)C(F)(F)COC(F)(F)C(F)F.FC(F)C(F)(F)COC(F)(F)C(F)F.FC(F)C(F)(F)COC(F)(F)C(F)F.FC(F)C(F)(F)COC(F)(F)C(F)F.NCCCCN1C(=O)c2ccccc2C1=O. The HOMO-LUMO gap comes out at 0.288 Eh. As for the spin multiplicity: 1. The value obtained for the max |F| is 9.56 eV Å⁻¹. The total energy is -164918.3253 eV.

Atomic partial charges in e from the Löwdin method, atoms 1 to 5: atom 1 (F): 0.08, atom 2 (C): -0.29, atom 3 (F): 0.09, atom 4 (C): -0.43, atom 5 (F): 0.12